Entry 1:
{"formula": "C37H54GaN3P", "method": "wB97M-V/def2-TZVPD", "spin_multiplicity": 1, "e_tot_ha": -3872.33085, "relative_energy_kj_mol": 651.01, "charge": -1, "species": ["Ga", "N", "N", "C", "C", "C", "C", "H", "H", "H", "C", "C", "H", "H", "H", "C", "C", "H", "H", "H", "C", "H", "H", "H", "C", "H", "H", "H", "C", "H", "C", "H", "C", "H", "C", "H", "C", "C", "H", "C", "C", "H", "C", "H", "N", "C", "C", "C", "H", "C", "C", "H", "H", "H", "C", "H", "C", "C", "H", "H", "H", "C", "H", "H", "H", "C", "C", "C", "P", "C", "C", "C", "C", "C", "C", "H", "H", "H", "H", "H", "H", "H", "H", "H", "H", "H", "H", "H", "H", "H", "H", "H", "H", "H", "H", "H"], "positions_angstrom": [[0.23054, -0.50557, 0.13779], [1.60096, -3.36609, 3.36045], [0.52139, -2.88564, -2.04218], [2.37053, 1.89532, -0.49298], [3.53247, 1.16829, -0.13034], [3.43860, 0.83432, 1.24741], [4.41152, 0.07123, 2.05736], [5.31666, -0.12268, 1.47545], [3.98324, -0.89156, 2.36793], [4.70052, 0.61966, 2.96720], [2.24398, 1.40266, 1.75851], [1.79251, 1.33860, 3.17132], [2.19240, 2.19400, 3.73717], [2.13661, 0.41956, 3.66327], [0.69503, 1.36158, 3.22878], [1.55648, 2.03778, 0.67329], [0.45523, 3.00617, 0.85422], [-0.35522, 2.63504, 1.50214], [0.02304, 3.30379, -0.10696], [0.88784, 3.90666, 1.32686], [4.71158, 0.92712, -0.98884], [5.45178, 1.73617, -0.86943], [4.43785, 0.88886, -2.05047], [5.20352, -0.01415, -0.71402], [2.14844, 2.59732, -1.77381], [1.08580, 2.81675, -1.94038], [2.50837, 2.01324, -2.63021], [2.69428, 3.55736, -1.77096], [1.04299, -4.44243, 3.85420], [1.51711, -4.87937, 4.72241], [-0.12776, -5.01353, 3.28606], [-0.55266, -5.89740, 3.75144], [-0.62897, -4.53265, 2.06762], [-1.32958, -5.11726, 1.44149], [-0.10222, -3.30381, 1.57473], [-0.14266, -2.97497, 0.51699], [0.84277, -2.66618, 2.42752], [0.91089, -1.28650, 2.67977], [1.72102, -0.71557, 2.20173], [0.38713, -1.55043, -2.05319], [1.54775, -3.19924, -2.86417], [2.22653, -4.00282, -2.73607], [1.48877, -2.28670, -3.88210], [1.69301, -2.47626, -4.87825], [0.86067, -1.16682, -3.35141], [0.73868, 0.06887, -4.06606], [1.82357, 0.46754, -4.87788], [1.67739, 1.60322, -5.68691], [2.48656, 1.86282, -6.36643], [0.53320, 2.38851, -5.64584], [0.43081, 3.54669, -6.56890], [-0.07484, 4.39337, -6.11029], [-0.12260, 3.28617, -7.47452], [1.42462, 3.86513, -6.88569], [-0.49180, 2.04604, -4.76967], [-1.37673, 2.67067, -4.73564], [-0.41824, 0.89479, -3.97481], [-1.56363, 0.55625, -3.05228], [-1.75687, -0.52877, -3.01472], [-2.48359, 1.06018, -3.39142], [-1.38192, 0.90566, -2.01576], [3.12167, -0.27634, -4.79151], [3.03534, -1.29413, -5.19246], [3.48014, -0.32655, -3.74860], [3.87905, 0.22675, -5.39538], [-1.03045, -1.06344, 4.14280], [-2.02581, -1.34463, 3.03054], [-3.32050, -1.71587, 3.73150], [-2.02473, -0.02076, 1.70250], [-3.06534, -0.57213, 0.22936], [-3.96819, -1.77703, 0.48420], [-3.81873, 0.59092, -0.43446], [-2.96299, 1.38950, 2.50243], [-4.45730, 1.13768, 2.74251], [-2.31219, 1.92137, 3.78528], [-1.15105, -0.10596, 4.65173], [0.18449, -0.84996, 3.65892], [-0.90697, -1.94132, 4.79827], [-1.69105, -2.21935, 2.44289], [-3.50285, -0.99657, 4.53820], [-4.16700, -1.77813, 3.04975], [-3.16543, -2.70554, 4.19011], [-2.29457, -0.90667, -0.49389], [-4.83217, -1.52511, 1.11480], [-4.37310, -2.12389, -0.47903], [-3.42615, -2.62421, 0.92474], [-3.22442, 1.51449, -0.47511], [-4.07000, 0.31925, -1.47007], [-4.76476, 0.81495, 0.07260], [-2.86583, 2.17401, 1.73157], [-4.63668, 0.62834, 3.69788], [-4.96050, 2.11414, 2.80361], [-4.95345, 0.57058, 1.94981], [-1.23907, 2.12723, 3.67417], [-2.79577, 2.87288, 4.05357], [-2.46896, 1.24454, 4.63623]]}

***

Entry 2:
{"formula": "C37H54O34S", "method": "wB97M-V/def2-TZVPD", "spin_multiplicity": 1, "e_tot_ha": -4398.51746, "species": ["C", "C", "C", "O", "C", "C", "C", "O", "S", "O", "O", "C", "H", "H", "H", "H", "H", "H", "H", "H", "H", "H", "H", "H", "H", "H", "O", "C", "O", "C", "C", "O", "H", "H", "H", "H", "O", "C", "O", "C", "C", "O", "H", "H", "H", "H", "O", "C", "O", "C", "C", "O", "H", "H", "H", "H", "O", "C", "O", "C", "C", "O", "H", "H", "H", "H", "O", "C", "O", "C", "C", "O", "H", "H", "H", "H", "O", "C", "O", "C", "C", "O", "H", "H", "H", "H", "O", "C", "O", "C", "C", "O", "H", "H", "H", "H", "O", "C", "O", "C", "C", "O", "H", "H", "H", "H", "O", "C", "O", "C", "C", "O", "H", "H", "H", "H", "O", "C", "O", "C", "C", "O", "H", "H", "H", "H"], "positions_angstrom": [[4.22222, 1.35922, -2.47632], [4.07976, 1.37472, -4.11343], [2.53912, 1.76853, -4.62842], [2.09874, 2.87041, -3.75961], [0.65297, 2.83393, -3.49202], [-0.28762, 2.92843, -4.85789], [-1.86176, 2.90411, -4.29322], [-2.34817, 1.51708, -4.13339], [-1.12298, 0.52378, -3.45022], [-0.47510, -0.28574, -4.62920], [-1.64264, -0.51915, -2.43218], [0.16256, 1.59288, -2.52562], [3.22977, 1.12797, -1.89750], [5.09551, 0.64445, -2.08758], [4.57862, 2.45560, -2.16898], [4.37789, 0.30258, -4.51002], [4.89081, 2.12654, -4.51614], [2.60071, 2.05272, -5.77044], [1.91449, 0.78299, -4.54058], [0.40637, 3.83096, -2.88361], [-0.16056, 4.00260, -5.36089], [-0.06926, 2.08634, -5.64044], [-2.60083, 3.49660, -4.98594], [-1.90491, 3.39069, -3.20443], [1.07609, 0.94636, -2.18301], [-0.41746, 2.03335, -1.58968], [-6.77315, -3.54721, 0.21666], [-5.65630, -3.14860, -0.06872], [-5.39886, -1.98595, -0.73614], [-4.00106, -1.77460, -0.66969], [-3.45588, -3.14883, -0.45229], [-4.50087, -3.80818, 0.23719], [-3.63302, -1.32210, -1.59458], [-3.78469, -1.10165, 0.16662], [-3.26455, -3.67635, -1.39272], [-2.53993, -3.14346, 0.14493], [2.66671, 0.99761, 0.32167], [1.97120, 1.63648, 1.09354], [1.85982, 1.37555, 2.42883], [1.15331, 2.45962, 3.00204], [0.38746, 3.01937, 1.84742], [1.20189, 2.70531, 0.73379], [0.49923, 2.11372, 3.80713], [1.87456, 3.17458, 3.41156], [-0.58769, 2.53766, 1.71958], [0.24205, 4.10003, 1.92922], [0.89220, 5.54524, 3.15974], [1.54068, 6.05648, 4.05740], [2.74607, 5.59272, 4.49950], [3.26826, 6.57444, 5.37500], [2.04952, 7.30426, 5.83872], [1.15449, 7.16680, 4.75145], [3.81322, 6.10761, 6.20006], [3.95386, 7.21885, 4.81486], [1.60056, 6.84651, 6.72653], [2.24968, 8.35918, 6.04544], [5.49675, -2.40056, -3.52662], [5.14910, -2.50613, -2.36229], [5.16804, -3.67286, -1.65386], [4.91306, -3.33762, -0.30273], [4.18420, -2.03699, -0.40325], [4.68932, -1.47239, -1.59832], [4.31511, -4.11360, 0.18301], [5.86828, -3.24216, 0.22409], [3.10208, -2.17089, -0.50506], [4.38259, -1.38183, 0.44944], [-1.95980, 3.84923, -0.79521], [-2.86943, 3.15079, -0.37997], [-3.24675, 3.07288, 0.92962], [-4.46105, 2.34681, 0.96511], [-4.41746, 1.54294, -0.29382], [-3.64212, 2.34428, -1.16493], [-4.51115, 1.71868, 1.85874], [-5.29605, 3.05507, 0.98042], [-3.91450, 0.57972, -0.15764], [-5.41314, 1.36820, -0.71064], [-7.39934, 4.21330, 0.57391], [-6.93606, 5.33346, 0.70911], [-7.60922, 6.48658, 0.42513], [-6.82475, 7.55394, 0.92343], [-5.44625, 6.97836, 0.96159], [-5.67592, 5.59682, 1.16337], [-6.89407, 8.42548, 0.26672], [-7.19141, 7.82765, 1.91827], [-4.91041, 7.11349, 0.01613], [-4.84402, 7.39423, 1.77402], [2.10796, -3.01165, 1.53366], [1.82936, -2.57616, 2.63838], [2.58612, -1.67054, 3.32442], [1.82047, -1.25636, 4.44030], [0.87512, -2.39454, 4.64970], [0.72011, -2.93215, 3.35007], [2.46258, -1.08327, 5.30828], [1.30374, -0.32444, 4.18814], [1.29009, -3.16756, 5.30510], [-0.08772, -2.06722, 5.05151], [1.20160, -5.40144, 8.27350], [1.33200, -6.06624, 7.25924], [0.45668, -6.05599, 6.21179], [1.07030, -6.77166, 5.15621], [2.04539, -7.65665, 5.86259], [2.37240, -6.91839, 7.02455], [0.32728, -7.33949, 4.58953], [1.56182, -6.05946, 4.48518], [1.60155, -8.61153, 6.16344], [2.93882, -7.85305, 5.26353], [2.90413, 0.91072, -9.19320], [1.99449, 0.21227, -8.77796], [1.61717, 0.13437, -7.46837], [0.40288, -0.59170, -7.43288], [0.44647, -1.39557, -8.69180], [1.22181, -0.59424, -9.56291], [0.35278, -1.21983, -6.53924], [-0.43212, 0.11655, -7.41757], [0.94943, -2.35879, -8.55563], [-0.54921, -1.57032, -9.10862], [1.99821, -7.20326, 2.19406], [0.95564, -7.58209, 1.68691], [-0.10462, -6.77021, 1.40375], [-1.01032, -7.53231, 0.62795], [-0.67629, -8.94158, 0.99585], [0.69711, -8.87402, 1.32949], [-2.04397, -7.27208, 0.87187], [-0.83102, -7.32296, -0.43182], [-1.23611, -9.28929, 1.87049], [-0.84080, -9.63771, 0.16880]]}